## w
Density functional theory data (ωB97M-V/def2-TZVPD) for a structure of composition C3H4O.

Each line ends with the natural charge from an NBO analysis.
Positions of all 8 atoms, in Å:
C: 0.712 -1.104 -0.669  0.523
C: 0.695 -0.198 0.431  -0.536
C: -0.416 -0.233 -0.641  -0.541
O: 1.643 -2.321 -1.798  -0.482
H: 0.472 -0.585 1.418  0.259
H: 1.407 0.618 0.447  0.259
H: -0.472 0.554 -1.385  0.259
H: -1.384 -0.639 -0.381  0.258

Output
Net charge: 0

## x
Density functional theory data (ωB97M-V/def2-TZVPD) for the molecule C3H4O.

Each line ends with the natural charge from an NBO analysis.
Positions of all 8 atoms, in Å:
C: -1.035 -0.654 0.019  -0.277
C: -0.325 0.524 -0.145  -0.329
C: 1.139 0.290 0.011  0.416
H: -2.100 -0.631 0.042  0.196
H: -0.543 -1.564 0.056  0.211
H: -0.620 1.537 -0.381  0.226
H: 1.761 1.218 0.533  0.077
O: 1.722 -0.721 -0.135  -0.521

Output
Net charge: 0
SMILES: C=CC=O

## y
Density functional theory data (ωB97M-V/def2-TZVPD) for a cluster of 2 separate species, C3H4O in total.

Each line ends with the natural charge from an NBO analysis.
Positions of all 8 atoms, in Å:
C: 1.274 -0.847 0.051  -0.204
C: 1.221 0.527 0.188  -0.162
C: 0.234 -0.167 -0.745  -0.085
O: -2.416 0.083 0.034  -0.956
H: 1.760 -1.847 0.243  0.251
H: 1.656 1.432 0.520  0.237
H: -1.510 -0.242 -0.333  0.463
H: -2.219 1.063 0.040  0.456

Output
Net charge: 0
SMILES: C1=CC=1.O

## z
Density functional theory data (ωB97M-V/def2-TZVPD) for the molecule C3H4O.

Each line ends with the natural charge from an NBO analysis.
Positions of all 8 atoms, in Å:
O: -0.058 0.215 -1.472  -0.698
C: 0.507 0.318 -0.194  -0.069
C: -1.075 -0.387 1.326  0.225
C: 0.014 -0.801 0.759  -0.606
H: -0.994 0.440 -1.386  0.474
H: 1.589 0.208 -0.310  0.209
H: 0.316 1.308 0.236  0.188
H: 0.531 -1.754 0.828  0.278

Output
Net charge: 0

Energy ordering: x at the bottom, the next structure 0.0934 hartree above.

## w
Density functional theory data (ωB97M-V/def2-TZVPD) for a cluster of 3 separate species, CH10N2O2 in total.

Each line ends with the natural charge from an NBO analysis.
Positions of all 15 atoms, in Å:
N: 0.657 -2.405 0.778  -0.810
C: -0.145 -1.156 0.496  -0.068
N: 0.480 0.155 0.396  -0.876
H: 0.999 -2.402 1.717  0.338
H: 1.530 -2.254 0.237  0.352
H: -0.326 -1.349 -0.584  0.184
H: -1.072 -1.269 1.158  0.168
H: 0.563 0.484 1.356  0.350
H: -0.143 0.860 -0.097  0.381
H: -4.318 1.500 -1.130  0.470
H: -2.992 2.211 -1.192  0.465
O: -3.362 1.329 -1.173  -0.935
H: 3.171 1.983 -0.512  0.449
H: 2.100 1.039 -0.425  0.483
O: 2.860 1.274 -1.026  -0.951

Output
Net charge: 0
SMILES: NCN.O.O

## x
Density functional theory data (ωB97M-V/def2-TZVPD) for a cluster of 3 separate species, CH10N2O2 in total.

Each line ends with the natural charge from an NBO analysis.
Positions of all 15 atoms, in Å:
N: 0.003 0.925 1.315  -0.866
C: 1.031 0.600 0.394  -0.053
N: 1.440 -0.830 0.255  -0.869
H: 0.019 0.507 2.231  0.366
H: -0.976 1.029 1.066  0.381
H: 2.014 0.959 0.684  0.158
H: 0.803 1.009 -0.608  0.179
H: 0.871 -1.319 -0.427  0.351
H: 2.404 -0.789 -0.069  0.356
H: -0.863 1.400 -3.372  0.470
H: -0.562 2.879 -3.060  0.471
O: -1.021 2.097 -2.724  -0.941
H: -1.154 -3.133 1.944  0.466
H: -0.630 -1.974 1.141  0.476
O: -1.278 -2.690 1.092  -0.946

Output
Net charge: 0
SMILES: NCN.O.O

Energy ordering: x at the bottom, the next structure 0.0100 hartree above.

## w
Density functional theory data (ωB97M-V/def2-TZVPD) for a cluster of 2 separate species, CH7N3OP in total.

Each line ends with the natural charge from an NBO analysis.
Positions of all 13 atoms, in Å:
C: -1.356 -0.185 0.047  0.798
N: -2.591 -0.619 -0.234  -0.793
N: -1.168 1.138 0.205  -0.813
N: 1.789 0.246 0.062  -0.942
O: -0.410 -0.989 0.141  -0.690
P: 3.214 -0.202 -0.051  1.258
H: -3.367 0.004 -0.369  0.408
H: -2.729 -1.601 -0.410  0.427
H: -1.940 1.779 0.204  0.409
H: -0.267 1.476 0.499  0.416
H: 0.853 -0.361 0.157  0.456
H: 4.172 0.788 -0.298  0.035
H: 3.800 -1.474 0.048  0.031

Output
Net charge: +1

## x
Density functional theory data (ωB97M-V/def2-TZVPD) for a cluster of 2 separate species, CH7N3OP in total.

Each line ends with the natural charge from an NBO analysis.
Positions of all 13 atoms, in Å:
C: -1.390 0.366 0.147  0.804
N: -2.709 0.362 0.249  -0.761
N: -0.662 -0.712 -0.052  -0.780
N: 1.548 0.417 0.436  -1.148
O: -0.805 1.524 0.226  -0.626
P: 2.989 0.545 0.092  1.262
H: -3.263 -0.475 0.214  0.426
H: -3.174 1.250 0.364  0.437
H: -1.071 -1.633 -0.053  0.417
H: 0.367 -0.584 0.011  0.449
H: 0.186 1.391 0.283  0.533
H: 3.574 0.369 -1.179  -0.010
H: 4.030 0.807 0.998  -0.004

Output
Net charge: +1

Energy ordering: w at the bottom, the next structure 0.0089 hartree above.

## w
Density functional theory data (ωB97M-V/def2-TZVPD) for a cluster of 2 separate species, CH3N5O3 in total.

Each line ends with the natural charge from an NBO analysis.
Positions of all 12 atoms, in Å:
C: 2.741 -1.732 -0.107  0.381
N: 3.157 -2.777 -0.093  -0.327
N: -0.610 0.589 0.791  -0.450
N: -0.694 0.148 -0.353  0.207
N: 2.194 -0.516 0.039  -0.387
N: 2.898 0.484 0.237  0.621
O: 4.076 0.538 0.452  -0.362
O: 2.315 1.664 0.293  -0.487
O: 0.157 0.525 -1.140  -0.416
H: -1.260 0.146 1.454  0.339
H: 1.284 1.583 0.208  0.524
H: -1.436 -0.605 -0.518  0.358

Output
Net charge: 0
SMILES: N#C/N=[N+](\[O-])O.[H]/N=[NH+]/[O-]

## x
Density functional theory data (ωB97M-V/def2-TZVPD) for the molecule CH3N5O3.

Each line ends with the natural charge from an NBO analysis.
Positions of all 12 atoms, in Å:
C: -0.512 1.616 -0.645  0.389
N: -0.475 2.744 -0.831  -0.307
N: -1.841 0.076 0.297  -0.556
N: -0.729 0.283 -0.331  -0.155
N: 0.636 -0.291 0.303  0.070
N: 1.858 -0.157 -0.316  0.610
O: 2.099 0.959 -0.743  -0.354
O: 2.440 -1.215 -0.299  -0.407
O: 0.158 -1.480 0.643  -0.545
H: -2.053 0.434 1.169  0.360
H: -2.406 -0.792 0.192  0.387
H: 0.825 -2.177 0.561  0.509

Output
Net charge: 0
SMILES: N#CN(N)N(O)[N+](=O)[O-]

Energy ordering: w at the bottom, the next structure 0.0481 hartree above.

## w
Density functional theory data (ωB97M-V/def2-TZVPD) for a cluster of 4 separate species, C2H14N2O3 in total.

Each line ends with the natural charge from an NBO analysis.
Positions of all 21 atoms, in Å:
C: -1.312 -0.470 1.666  -0.428
N: -1.487 -0.912 0.286  -0.672
C: -1.977 0.148 -0.620  -0.064
N: -1.190 0.357 -1.837  -0.828
H: -1.015 -1.320 2.285  0.202
H: -2.196 -0.013 2.127  0.179
H: -0.484 0.233 1.740  0.215
H: -2.128 -1.686 0.269  0.366
H: -3.006 -0.052 -0.926  0.172
H: -1.916 1.099 -0.096  0.196
H: -0.974 -0.535 -2.285  0.341
H: -0.290 0.748 -1.542  0.372
H: 0.239 -1.348 -0.097  0.505
H: 1.124 -2.048 -1.176  0.477
O: 1.166 -1.657 -0.301  -0.997
H: 1.685 1.563 0.339  0.501
H: 1.209 2.936 -0.209  0.468
O: 0.913 2.169 0.294  -0.995
H: 3.367 -0.022 1.150  0.476
H: 2.279 -0.426 0.083  0.510
O: 2.925 0.278 0.355  -0.996

Output
Net charge: 0
SMILES: CNCN.O.O.O

## x
Density functional theory data (ωB97M-V/def2-TZVPD) for a cluster of 4 separate species, C2H14N2O3 in total.

Each line ends with the natural charge from an NBO analysis.
Positions of all 21 atoms, in Å:
C: -1.703 -0.641 -0.845  -0.244
C: -0.690 -1.424 -1.703  -0.260
N: 0.008 -0.435 -2.616  -0.839
N: -1.133 -0.256 0.421  -0.862
H: -1.752 0.398 -1.408  0.202
H: -2.798 -0.991 -0.855  0.176
H: 0.167 -1.716 -0.969  0.191
H: -1.333 -2.234 -2.127  0.212
H: 0.305 -0.971 -3.338  0.353
H: 0.787 -0.006 -2.130  0.364
H: -1.627 0.591 0.723  0.369
H: -1.321 -0.950 1.188  0.368
H: 0.642 0.401 0.328  0.486
H: 1.035 1.342 1.357  0.468
O: 1.392 0.816 0.741  -0.974
H: -1.569 3.221 1.157  0.497
H: -0.485 3.606 2.463  0.504
O: -0.842 2.956 1.770  -0.999
H: 2.953 -1.194 2.191  0.466
H: 2.028 -1.053 0.977  0.482
O: 2.600 -1.674 1.377  -0.958

Output
Net charge: 0
SMILES: NCCN.O.O.O

## y
Density functional theory data (ωB97M-V/def2-TZVPD) for a cluster of 4 separate species, C2H14N2O3 in total.

Each line ends with the natural charge from an NBO analysis.
Positions of all 21 atoms, in Å:
N: -1.036 1.921 -1.153  -0.836
C: -0.087 0.773 -1.012  -0.232
C: 0.464 0.888 0.389  -0.241
N: 1.504 -0.130 0.752  -0.854
H: -1.811 1.822 -0.470  0.362
H: -1.521 1.865 -2.035  0.358
H: 0.666 0.834 -1.808  0.200
H: -0.548 -0.259 -1.196  0.154
H: 0.831 1.984 0.498  0.200
H: -0.355 1.057 1.154  0.153
H: 1.772 0.141 1.727  0.373
H: 1.017 -0.994 0.618  0.364
H: 3.081 0.045 -0.907  0.483
H: 3.172 0.421 -2.324  0.456
O: 3.333 -0.299 -1.741  -0.944
H: -1.287 -2.620 2.701  0.488
H: -1.105 -3.113 1.183  0.486
O: -1.397 -2.406 1.791  -0.965
H: -1.745 -0.799 0.573  0.486
H: -2.321 0.472 1.319  0.458
O: -2.609 -0.215 0.640  -0.948

Output
Net charge: 0
SMILES: NCCN.O.O.O

Energy ordering: w at the bottom, the next structure 0.0526 hartree above.

## w
Density functional theory data (ωB97M-V/def2-TZVPD) for a structure of composition C18H24NO2PdSe4.

Each line ends with the natural charge from an NBO analysis.
Positions of all 50 atoms, in Å:
Pd: 1.532 -2.031 0.293  0.322
C: 0.657 -3.343 -2.564  -0.792
Se: 2.140 -3.766 -1.385  0.438
C: 1.389 -5.352 -0.515  -0.580
C: 0.118 -5.047 0.248  -0.575
Se: 0.439 -3.669 1.610  0.597
C: -1.405 -3.115 1.836  -0.776
H: 0.402 -4.234 -3.134  0.237
H: 1.010 -2.568 -3.241  0.250
H: -0.185 -2.955 -1.997  0.243
H: 2.179 -5.722 0.139  0.246
H: 1.207 -6.100 -1.285  0.252
H: -0.237 -5.927 0.784  0.251
H: -0.676 -4.680 -0.398  0.236
H: -1.779 -2.762 0.881  0.253
H: -1.397 -2.299 2.553  0.250
H: -1.971 -3.957 2.228  0.239
O: 1.299 3.981 -0.284  -0.732
C: 1.010 3.078 0.769  -0.059
C: 2.156 2.060 0.819  -0.133
C: 3.492 2.760 1.098  -0.075
O: 3.518 3.306 2.403  -0.725
C: 1.817 1.069 1.930  -0.550
Se: 3.042 -0.468 1.895  0.253
C: 2.214 1.372 -0.552  -0.542
Se: 3.131 -0.369 -0.444  0.387
H: 0.573 4.606 -0.380  0.490
H: 0.069 2.547 0.594  0.180
H: 0.945 3.594 1.733  0.184
H: 3.654 3.523 0.336  0.204
H: 4.310 2.037 1.025  0.178
H: 3.451 4.263 2.354  0.487
H: 0.808 0.675 1.819  0.255
H: 1.983 1.518 2.908  0.271
H: 2.762 1.958 -1.286  0.258
H: 1.219 1.118 -0.909  0.269
N: -6.090 4.409 -1.623  -0.273
C: -5.261 3.646 -1.401  0.261
C: -4.224 2.691 -1.121  -0.169
C: -3.997 2.274 0.189  -0.147
C: -2.992 1.363 0.456  -0.224
C: -2.198 0.854 -0.576  -0.049
C: -2.439 1.279 -1.887  -0.216
C: -3.443 2.188 -2.159  -0.154
C: -1.131 -0.063 -0.291  -0.114
C: -0.221 -0.838 -0.064  -0.524
H: -4.611 2.665 0.989  0.235
H: -2.814 1.035 1.471  0.221
H: -1.829 0.885 -2.689  0.223
H: -3.627 2.513 -3.174  0.237

Output
Net charge: +1

## x
Density functional theory data (ωB97M-V/def2-TZVPD) for a structure of composition C18H24NO2PdSe4.

Each line ends with the natural charge from an NBO analysis.
Positions of all 50 atoms, in Å:
Pd: 1.194 0.926 -1.829  0.305
C: 4.337 0.696 -2.674  -0.788
Se: 2.816 1.282 -3.724  0.449
C: 3.102 3.216 -3.559  -0.574
C: 3.010 3.696 -2.125  -0.581
Se: 1.250 3.279 -1.382  0.576
C: 1.667 3.570 0.485  -0.772
H: 5.235 1.133 -3.104  0.241
H: 4.381 -0.387 -2.761  0.254
H: 4.223 0.969 -1.630  0.232
H: 2.354 3.679 -4.202  0.249
H: 4.083 3.434 -3.980  0.253
H: 3.122 4.779 -2.062  0.251
H: 3.765 3.227 -1.496  0.231
H: 2.485 2.920 0.779  0.240
H: 0.773 3.314 1.044  0.259
H: 1.915 4.620 0.614  0.240
O: -1.924 -3.628 0.793  -0.733
C: -2.363 -2.368 0.309  -0.052
C: -1.774 -2.184 -1.091  -0.140
C: -2.287 -3.275 -2.035  -0.074
O: -3.677 -3.125 -2.267  -0.728
C: -2.196 -0.799 -1.577  -0.558
Se: -1.323 -0.357 -3.269  0.199
C: -0.246 -2.302 -0.985  -0.524
Se: 0.660 -1.369 -2.475  0.300
H: -2.252 -3.760 1.688  0.487
H: -2.017 -1.555 0.955  0.176
H: -3.454 -2.321 0.246  0.185
H: -2.053 -4.249 -1.603  0.201
H: -1.773 -3.199 -2.998  0.180
H: -4.151 -3.860 -1.870  0.486
H: -1.936 -0.032 -0.849  0.243
H: -3.262 -0.781 -1.802  0.271
H: 0.088 -3.334 -1.051  0.252
H: 0.129 -1.845 -0.075  0.259
N: -2.436 -0.730 7.318  -0.268
C: -2.018 -0.516 6.270  0.258
C: -1.495 -0.246 4.958  -0.161
C: -2.132 0.677 4.131  -0.171
C: -1.629 0.927 2.868  -0.143
C: -0.487 0.263 2.413  -0.166
C: 0.144 -0.659 3.252  -0.178
C: -0.354 -0.913 4.516  -0.158
C: 0.015 0.497 1.089  -0.068
C: 0.465 0.661 -0.024  -0.360
H: -3.016 1.190 4.482  0.238
H: -2.124 1.639 2.220  0.218
H: 1.029 -1.175 2.904  0.226
H: 0.136 -1.625 5.165  0.239

Output
Net charge: +1

Energy ordering: x at the bottom, the next structure 0.0346 hartree above.